(1)
Entry from OMol25: a cluster of 8 separate species, C16H48O11 in total (wB97M-V/def2-TZVPD).

The HOMO-LUMO gap comes out at 0.3732 Eh. For the HOMO energy, the calculation gives -9.7125 eV. As for the SMILES: OCCO.OCCO.OCCO.CCO.CCO.CCO.CCO.CCO. Its total energy is -1465.9393 hartree. The value obtained for the maximum force is 2.32 eV Å⁻¹. The calculation puts the energy above the lowest of the compared OMol25 structures with the same formula, charge and spin at 0.7181 eV.

```
75
C16H48O11 (wB97M-V/def2-TZVPD)
O 12.88 10.88 6.62
C 13.89 11.76 7.27
C 13.44 13.20 7.37
O 12.21 13.31 8.12
H 12.06 10.81 7.13
H 14.16 11.39 8.28
H 14.73 11.68 6.56
H 13.34 13.56 6.33
H 14.16 13.77 7.93
H 11.51 12.94 7.55
O 11.86 7.74 12.22
C 12.11 8.62 13.28
C 13.43 8.34 14.00
O 14.45 8.24 13.04
H 11.06 8.04 11.75
H 12.28 9.57 12.78
H 11.28 8.79 14.00
H 13.34 7.41 14.54
H 13.61 9.15 14.73
H 14.37 9.04 12.55
O 11.30 14.06 12.58
C 12.48 13.93 11.77
C 13.11 12.56 11.95
O 13.68 12.49 13.22
H 11.57 14.30 13.45
H 12.15 14.04 10.75
H 13.23 14.63 12.06
H 13.91 12.48 11.20
H 12.40 11.75 11.77
H 13.04 12.17 13.87
C 6.17 7.53 11.07
C 6.55 8.65 12.03
O 5.52 8.92 12.95
H 6.84 7.57 10.21
H 5.16 7.75 10.73
H 6.21 6.56 11.56
H 6.63 9.55 11.43
H 7.51 8.47 12.53
H 5.51 8.24 13.64
C 9.14 14.99 10.26
C 9.49 13.55 9.94
O 8.60 13.08 8.94
H 9.41 15.62 9.41
H 9.71 15.27 11.15
H 8.04 15.08 10.42
H 9.39 12.93 10.84
H 10.55 13.49 9.54
H 7.78 13.55 8.94
C 11.49 6.33 8.70
C 10.17 6.11 8.04
O 9.26 7.20 8.46
H 12.10 5.42 8.52
H 11.33 6.36 9.76
H 12.00 7.16 8.26
H 9.75 5.16 8.40
H 10.26 6.11 6.93
H 8.34 6.95 8.31
C 9.87 9.76 5.54
C 9.22 11.06 6.03
O 9.94 11.47 7.22
H 9.91 9.06 6.41
H 10.88 9.87 5.16
H 9.13 9.32 4.85
H 8.12 10.94 6.24
H 9.28 11.80 5.21
H 9.40 12.12 7.75
C 11.51 9.96 9.68
C 10.15 10.03 10.38
O 9.67 8.78 10.81
H 12.35 9.62 10.30
H 11.74 10.98 9.36
H 11.44 9.27 8.81
H 9.44 10.51 9.68
H 10.27 10.66 11.26
H 9.49 8.23 10.04
```

These are the Mulliken partial charges, in e, on atoms 1 to 5:
1 O -0.52
2 C -0.36
3 C -0.48
4 O -0.40
5 H 0.12


(2)
Entry from OMol25: a cluster of 8 separate species, C16H48O16 in total (wB97M-V/def2-TZVPD).

The HOMO-LUMO gap comes out at 0.3465 Eh. For the HOMO energy, the calculation gives -9.2814 eV. As for the SMILES: OCCO.OCCO.OCCO.OCCO.OCCO.OCCO.OCCO.OCCO. Its total energy is -1842.1225 hartree. The value obtained for the maximum force is 1.73 eV Å⁻¹. The calculation puts the energy above the lowest of the compared OMol25 structures with the same formula, charge and spin at 0.5583 eV.

```
80
C16H48O16 (wB97M-V/def2-TZVPD)
O 6.82 -0.02 -0.35
C 6.64 0.99 0.63
C 5.27 1.00 1.19
O 5.03 -0.21 1.94
H 6.89 -0.86 0.16
H 7.33 0.90 1.49
H 6.99 1.95 0.22
H 4.50 1.14 0.42
H 5.14 1.82 1.91
H 4.37 -0.72 1.43
O -3.10 -1.55 0.88
C -4.39 -2.09 0.84
C -4.86 -2.28 2.27
O -4.17 -3.33 2.87
H -3.18 -0.57 0.92
H -5.06 -1.39 0.33
H -4.37 -3.04 0.33
H -5.92 -2.54 2.35
H -4.79 -1.32 2.80
H -3.24 -3.07 2.84
O -2.04 3.35 0.88
C -2.67 2.91 2.05
C -3.97 2.20 1.75
O -3.80 1.15 0.77
H -1.79 2.52 0.39
H -1.95 2.29 2.60
H -2.89 3.72 2.75
H -4.68 2.95 1.37
H -4.39 1.75 2.65
H -3.62 1.63 -0.06
O 3.70 -2.10 0.36
C 4.60 -2.92 -0.42
C 5.72 -3.45 0.41
O 6.63 -2.47 0.93
H 3.11 -1.56 -0.18
H 3.98 -3.70 -0.88
H 5.06 -2.32 -1.22
H 6.38 -4.05 -0.23
H 5.37 -4.15 1.18
H 6.30 -2.12 1.78
O 1.55 1.00 0.58
C 0.89 0.00 -0.16
C -0.58 -0.17 0.04
O -1.37 0.96 -0.34
H 1.32 1.85 0.16
H 1.04 0.14 -1.25
H 1.35 -0.96 0.10
H -0.78 -0.47 1.08
H -0.88 -1.04 -0.57
H -1.89 0.74 -1.15
O -4.93 -0.04 -4.62
C -3.72 0.68 -4.81
C -2.70 0.19 -3.85
O -3.00 0.37 -2.48
H -5.17 -0.50 -5.43
H -3.27 0.41 -5.78
H -3.91 1.75 -4.86
H -1.69 0.48 -4.13
H -2.63 -0.90 -4.07
H -3.90 0.10 -2.29
O 0.41 -2.55 2.26
C 0.73 -3.78 1.61
C -0.38 -4.24 0.69
O -1.64 -4.11 1.28
H 0.01 -2.72 3.12
H 1.60 -3.55 0.98
H 1.01 -4.55 2.33
H -0.23 -5.31 0.50
H -0.32 -3.77 -0.29
H -2.07 -3.32 0.93
O -0.37 5.73 0.38
C -0.30 5.97 -1.01
C 0.11 4.84 -1.89
O 1.30 4.15 -1.48
H -0.96 4.95 0.51
H -1.28 6.28 -1.43
H 0.33 6.85 -1.17
H 0.23 5.27 -2.89
H -0.66 4.07 -1.96
H 1.80 4.80 -0.95
```

These are the Mulliken partial charges, in e, on atoms 1 to 5:
1 O -0.53
2 C -0.55
3 C -0.02
4 O -0.52
5 H 0.38


What did the first record say?
Entry from OMol25: a cluster of 8 separate species, C16H48O11 in total (wB97M-V/def2-TZVPD).

The HOMO-LUMO gap comes out at 0.3732 Eh. For the HOMO energy, the calculation gives -9.7125 eV. As for the SMILES: OCCO.OCCO.OCCO.CCO.CCO.CCO.CCO.CCO. Its total energy is -1465.9393 hartree. The value obtained for the maximum force is 2.32 eV Å⁻¹. The calculation puts the energy above the lowest of the compared OMol25 structures with the same formula, charge and spin at 0.7181 eV.

```
75
C16H48O11 (wB97M-V/def2-TZVPD)
O 12.88 10.88 6.62
C 13.89 11.76 7.27
C 13.44 13.20 7.37
O 12.21 13.31 8.12
H 12.06 10.81 7.13
H 14.16 11.39 8.28
H 14.73 11.68 6.56
H 13.34 13.56 6.33
H 14.16 13.77 7.93
H 11.51 12.94 7.55
O 11.86 7.74 12.22
C 12.11 8.62 13.28
C 13.43 8.34 14.00
O 14.45 8.24 13.04
H 11.06 8.04 11.75
H 12.28 9.57 12.78
H 11.28 8.79 14.00
H 13.34 7.41 14.54
H 13.61 9.15 14.73
H 14.37 9.04 12.55
O 11.30 14.06 12.58
C 12.48 13.93 11.77
C 13.11 12.56 11.95
O 13.68 12.49 13.22
H 11.57 14.30 13.45
H 12.15 14.04 10.75
H 13.23 14.63 12.06
H 13.91 12.48 11.20
H 12.40 11.75 11.77
H 13.04 12.17 13.87
C 6.17 7.53 11.07
C 6.55 8.65 12.03
O 5.52 8.92 12.95
H 6.84 7.57 10.21
H 5.16 7.75 10.73
H 6.21 6.56 11.56
H 6.63 9.55 11.43
H 7.51 8.47 12.53
H 5.51 8.24 13.64
C 9.14 14.99 10.26
C 9.49 13.55 9.94
O 8.60 13.08 8.94
H 9.41 15.62 9.41
H 9.71 15.27 11.15
H 8.04 15.08 10.42
H 9.39 12.93 10.84
H 10.55 13.49 9.54
H 7.78 13.55 8.94
C 11.49 6.33 8.70
C 10.17 6.11 8.04
O 9.26 7.20 8.46
H 12.10 5.42 8.52
H 11.33 6.36 9.76
H 12.00 7.16 8.26
H 9.75 5.16 8.40
H 10.26 6.11 6.93
H 8.34 6.95 8.31
C 9.87 9.76 5.54
C 9.22 11.06 6.03
O 9.94 11.47 7.22
H 9.91 9.06 6.41
H 10.88 9.87 5.16
H 9.13 9.32 4.85
H 8.12 10.94 6.24
H 9.28 11.80 5.21
H 9.40 12.12 7.75
C 11.51 9.96 9.68
C 10.15 10.03 10.38
O 9.67 8.78 10.81
H 12.35 9.62 10.30
H 11.74 10.98 9.36
H 11.44 9.27 8.81
H 9.44 10.51 9.68
H 10.27 10.66 11.26
H 9.49 8.23 10.04
```

These are the Mulliken partial charges, in e, on atoms 1 to 5:
1 O -0.52
2 C -0.36
3 C -0.48
4 O -0.40
5 H 0.12


Question: Look up the energy above the lowest of the compared OMol25 structures with the same formula, charge and spin of the first one.
Answer: 0.7181 eV


Question: Among the records above, which one has the highest energy above the lowest of the compared OMol25 structures with the same formula, charge and spin?
Answer: C16H48O11


Question: What is the formula in the first record?
Answer: C16H48O11